{
  "formula": "C43H33F7IrN3O2S2Si",
  "method": "ωB97M-V/def2-TZVPD",
  "species": ["Ir", "F", "C", "C", "C", "C", "C", "F", "C", "C", "C", "C", "C", "C", "N", "H", "H", "H", "H", "H", "H", "C", "S", "C", "H", "H", "H", "H", "H", "H", "O", "Si", "C", "C", "C", "C", "C", "C", "C", "C", "C", "C", "C", "C", "C", "C", "C", "C", "C", "C", "H", "H", "H", "H", "H", "H", "H", "H", "H", "H", "H", "H", "H", "H", "H", "N", "C", "O", "C", "C", "C", "C", "N", "C", "H", "H", "H", "H", "H", "H", "F", "C", "C", "F", "C", "F", "C", "S", "C", "F", "C", "F"],
  "coordinates": [[-0.232, -1.497, -0.433], [-3.636, -5.660, -1.332], [-2.493, -5.254, -0.746], [-2.029, -3.981, -1.003], [-0.845, -3.529, -0.421], [-0.143, -4.415, 0.422], [-0.660, -5.681, 0.642], [-0.027, -6.534, 1.480], [-1.835, -6.138, 0.076], [1.096, -3.930, 1.088], [2.150, -4.745, 1.486], [3.260, -4.173, 2.083], [3.293, -2.805, 2.280], [2.216, -2.060, 1.834], [1.147, -2.600, 1.243], [-2.611, -3.362, -1.672], [-2.210, -7.134, 0.276], [2.096, -5.812, 1.324], [4.093, -4.798, 2.390], [4.132, -2.309, 2.755], [2.193, -0.989, 1.962], [-3.704, 3.000, -0.957], [-2.176, 2.339, -1.637], [-2.556, 2.561, -3.381], [-3.860, 4.018, -1.323], [-3.586, 3.034, 0.126], [-4.559, 2.372, -1.223], [-3.436, 1.978, -3.670], [-1.698, 2.211, -3.955], [-2.729, 3.617, -3.597], [0.949, 0.180, -0.363], [2.059, 1.355, -0.203], [3.643, 0.916, -1.132], [4.415, -0.185, -0.713], [5.585, -0.559, -1.362], [6.024, 0.164, -2.465], [5.286, 1.254, -2.907], [4.114, 1.625, -2.248], [1.467, 3.009, -0.852], [1.573, 4.195, -0.108], [1.202, 5.428, -0.646], [0.715, 5.505, -1.944], [0.598, 4.346, -2.707], [0.966, 3.121, -2.163], [2.559, 1.691, 1.591], [3.880, 1.979, 1.960], [4.221, 2.269, 3.281], [3.243, 2.282, 4.269], [1.921, 2.013, 3.927], [1.591, 1.725, 2.607], [4.090, -0.771, 0.142], [6.155, -1.413, -1.010], [6.935, -0.121, -2.976], [5.624, 1.823, -3.766], [3.569, 2.493, -2.604], [1.949, 4.161, 0.911], [1.289, 6.328, -0.047], [0.428, 6.464, -2.363], [0.217, 4.400, -3.722], [0.866, 2.224, -2.776], [4.659, 1.979, 1.204], [5.251, 2.485, 3.539], [3.507, 2.504, 5.296], [1.152, 2.029, 4.692], [0.551, 1.514, 2.356], [-1.730, 2.250, 4.713], [-1.923, 2.130, 3.370], [-1.903, 3.075, 2.609], [-2.168, 0.732, 2.870], [-2.961, -0.178, 3.539], [-3.151, -1.436, 2.995], [-2.513, -1.748, 1.810], [-1.748, -0.873, 1.162], [-1.591, 0.355, 1.663], [-1.492, 3.158, 5.073], [-1.587, 1.445, 5.295], [-3.441, 0.094, 4.475], [-3.780, -2.173, 3.478], [-2.609, -2.728, 1.351], [-0.973, 1.042, 1.092], [-6.515, -2.892, -3.884], [-5.355, -2.345, -3.549], [-5.240, -1.622, -2.386], [-6.299, -1.470, -1.595], [-4.025, -1.065, -2.036], [-3.990, -0.394, -0.888], [-2.895, -1.207, -2.827], [-1.304, -0.587, -2.446], [-3.060, -1.919, -4.009], [-2.027, -2.099, -4.827], [-4.260, -2.493, -4.367], [-4.365, -3.188, -5.496]],
  "spin_multiplicity": 5,
  "e_above_lowest_kcal_mol": 15.1,
  "orbital_gap_ev": [5.98, 5.68],
  "e_tot_ha": -3862.36858,
  "s_squared": 6.022
}

=====

{
  "formula": "C43H34As2N3O6Sn",
  "method": "ωB97M-V/def2-TZVPD",
  "species": ["Sn", "O", "C", "N", "C", "C", "C", "C", "C", "C", "N", "C", "C", "C", "C", "C", "N", "H", "H", "H", "H", "H", "H", "H", "H", "H", "H", "C", "C", "As", "C", "C", "C", "C", "C", "C", "C", "C", "C", "C", "C", "C", "As", "C", "C", "C", "C", "C", "C", "C", "C", "C", "C", "C", "C", "H", "H", "H", "H", "H", "H", "H", "H", "H", "H", "H", "H", "H", "H", "H", "H", "H", "H", "H", "H", "H", "H", "H", "H", "O", "C", "C", "O", "C", "C", "O", "C", "O", "O"],
  "coordinates": [[1.914, -0.690, 2.213], [4.020, -2.627, 5.409], [3.217, -2.175, 4.595], [3.489, -1.669, 3.365], [4.865, -1.544, 2.993], [5.087, -0.518, 1.975], [6.331, 0.068, 1.806], [6.588, 0.829, 0.638], [5.550, 1.109, -0.216], [4.244, 0.752, 0.205], [4.068, -0.183, 1.214], [1.778, -2.424, 4.927], [1.505, -2.814, 6.309], [0.204, -2.732, 6.774], [-0.790, -2.427, 5.881], [-0.463, -2.073, 4.564], [0.806, -2.038, 4.134], [5.288, -2.495, 2.635], [5.420, -1.195, 3.907], [7.126, -0.163, 2.463], [7.556, 1.160, 0.358], [5.728, 1.771, -1.095], [3.316, 1.218, -0.284], [2.348, -3.248, 6.912], [-0.133, -2.874, 7.814], [-1.846, -2.694, 6.035], [-1.253, -1.685, 3.906], [-1.646, -1.794, -2.144], [-2.893, -1.005, -1.886], [-3.015, -0.389, 0.013], [-2.536, 1.564, -0.084], [-2.821, 2.418, -1.143], [-2.547, 3.796, -1.153], [-1.691, 4.242, -0.144], [-1.372, 3.368, 0.852], [-1.767, 2.026, 0.975], [-4.917, -0.277, -0.072], [-5.634, 0.403, -1.101], [-7.038, 0.570, -1.063], [-7.723, -0.050, -0.016], [-7.003, -0.823, 0.937], [-5.634, -0.816, 0.990], [0.042, -0.671, -2.489], [-0.624, 0.394, -3.940], [-1.429, -0.070, -4.948], [-1.841, 0.718, -6.056], [-1.546, 2.074, -6.046], [-0.743, 2.597, -5.012], [-0.237, 1.767, -4.028], [1.007, -2.058, -3.553], [1.452, -1.852, -4.849], [1.846, -2.885, -5.656], [1.871, -4.198, -5.133], [1.354, -4.412, -3.836], [1.044, -3.323, -3.003], [-1.844, -2.318, -3.123], [-1.248, -2.439, -1.329], [-3.764, -1.669, -1.886], [-3.042, -0.219, -2.608], [-3.407, 2.013, -2.029], [-2.886, 4.379, -2.023], [-1.241, 5.218, -0.107], [-0.674, 3.618, 1.576], [-1.493, 1.378, 1.808], [-5.032, 0.805, -1.916], [-7.629, 1.094, -1.809], [-8.810, -0.029, 0.058], [-7.590, -1.515, 1.543], [-5.115, -1.292, 1.765], [-1.538, -1.144, -4.996], [-2.417, 0.202, -6.825], [-1.984, 2.727, -6.824], [-0.475, 3.670, -5.114], [0.426, 2.141, -3.242], [1.539, -0.828, -5.164], [2.096, -2.725, -6.687], [2.305, -5.038, -5.600], [1.096, -5.393, -3.481], [0.672, -3.513, -1.969], [2.455, 5.453, 4.252], [2.383, 4.292, 3.877], [2.530, 2.981, 4.721], [2.775, 2.796, 5.896], [2.252, 1.930, 3.671], [1.900, 2.486, 2.434], [1.573, 1.701, 1.469], [2.012, 3.922, 2.464], [1.890, 4.724, 1.524], [2.363, 0.644, 3.827]],
  "orbital_gap_ev": 6.49,
  "e_tot_ha": -6960.54743,
  "total_charge": -1
}

=====

{
  "formula": "C43H34F4N7O7PS2Ti",
  "method": "ωB97M-V/def2-TZVPD",
  "species": ["Ti", "C", "C", "C", "C", "C", "C", "C", "C", "S", "C", "N", "C", "C", "C", "C", "C", "C", "C", "C", "H", "H", "H", "H", "H", "H", "H", "H", "H", "H", "H", "H", "H", "H", "H", "H", "O", "C", "O", "C", "C", "C", "N", "C", "C", "C", "O", "O", "H", "H", "H", "F", "C", "C", "F", "C", "C", "C", "F", "C", "C", "C", "N", "C", "N", "F", "C", "C", "N", "C", "N", "C", "C", "O", "P", "O", "C", "C", "O", "C", "C", "H", "H", "H", "H", "H", "H", "H", "H", "H", "H", "H", "H", "H", "H", "H", "S", "C", "N"],
  "coordinates": [[0.093, -0.101, 0.321], [-0.600, -5.343, 4.602], [-1.407, -4.105, 4.190], [-2.613, -3.938, 5.126], [-1.923, -4.315, 2.764], [-0.535, -2.855, 4.296], [0.140, -2.564, 5.498], [0.884, -1.414, 5.674], [0.965, -0.520, 4.611], [1.698, 1.051, 4.506], [1.131, 1.211, 2.866], [0.483, 0.168, 2.436], [0.330, -0.808, 3.409], [-0.426, -1.966, 3.246], [1.326, 2.448, 2.109], [2.369, 3.311, 2.461], [2.536, 4.523, 1.826], [1.634, 4.902, 0.835], [0.597, 4.066, 0.476], [0.437, 2.815, 1.077], [-1.216, -6.239, 4.488], [-0.276, -5.296, 5.643], [0.285, -5.455, 3.973], [-3.243, -4.831, 5.088], [-3.217, -3.081, 4.822], [-2.295, -3.788, 6.161], [-2.481, -5.253, 2.719], [-1.104, -4.371, 2.044], [-2.600, -3.515, 2.458], [0.062, -3.254, 6.329], [1.375, -1.212, 6.617], [-0.920, -2.129, 2.300], [3.073, 3.006, 3.227], [3.363, 5.167, 2.094], [1.750, 5.855, 0.333], [-0.107, 4.351, -0.294], [6.948, -1.580, -1.268], [6.554, -0.407, -1.153], [7.151, 0.677, -1.304], [5.053, -0.261, -0.780], [4.476, 0.997, -0.666], [3.136, 1.108, -0.347], [2.356, 0.042, -0.133], [2.910, -1.180, -0.243], [4.241, -1.368, -0.563], [1.957, -2.346, -0.039], [2.326, -3.485, -0.233], [0.757, -1.988, 0.321], [5.095, 1.867, -0.835], [2.658, 2.077, -0.264], [4.649, -2.365, -0.654], [-6.855, 0.994, 1.155], [-6.357, 1.589, 0.063], [-7.225, 2.287, -0.724], [-8.515, 2.311, -0.349], [-6.836, 2.989, -1.891], [-5.446, 2.898, -2.146], [-4.577, 2.213, -1.353], [-3.294, 2.164, -1.748], [-4.967, 1.499, -0.193], [-4.064, 0.753, 0.587], [-2.577, 0.807, 0.463], [-1.871, -0.238, 0.367], [-4.500, -0.239, 1.503], [-4.788, -1.089, 2.232], [-4.944, 3.488, -3.245], [-7.742, 3.700, -2.719], [-7.345, 4.427, -3.876], [-7.104, 5.029, -4.832], [-9.144, 3.760, -2.481], [-10.288, 3.858, -2.356], [2.277, -1.557, -5.048], [1.661, -1.372, -3.683], [0.309, -0.889, -3.857], [-0.409, -0.386, -2.489], [-1.819, 0.057, -3.102], [-2.993, -0.748, -2.859], [-4.023, -0.389, -3.902], [0.261, 1.059, -2.200], [0.063, 2.253, -2.987], [1.405, 2.893, -3.250], [3.300, -1.918, -4.943], [2.296, -0.609, -5.588], [1.705, -2.279, -5.632], [2.239, -0.648, -3.101], [1.638, -2.312, -3.127], [-3.352, -0.532, -1.852], [-2.729, -1.807, -2.904], [-4.241, 0.678, -3.862], [-4.947, -0.937, -3.712], [-3.665, -0.635, -4.902], [-0.591, 2.906, -2.407], [-0.452, 1.997, -3.912], [1.896, 3.155, -2.312], [1.274, 3.804, -3.838], [2.056, 2.212, -3.800], [-2.596, 3.521, 1.204], [-1.837, 2.130, 0.716], [-0.516, 1.901, 0.633]],
  "spin_multiplicity": 3,
  "e_above_lowest_kcal_mol": 6.0,
  "orbital_gap_ev": [5.53, 5.80],
  "e_tot_ha": -4955.94795,
  "total_charge": -2,
  "s_squared": 2.049
}